Entry from OMol25: one molecule with the formula C26H27FN6O3 in a non-equilibrium geometry (the ωB97M-V functional and the def2-TZVPD basis).

The geometry in XYZ format:
```
63
Properties=species:S:1:pos:R:3
F -4.08190 6.77510 4.33328
O 2.56801 -1.98673 3.59239
O -0.78734 -3.12131 -5.80637
O -1.96343 0.03240 3.85378
N 0.45374 -2.06711 -3.50201
N -2.90269 1.06514 2.07693
N 2.94721 -0.32595 -0.08521
N -1.34199 1.52333 0.02727
N 3.81022 -1.59665 1.71180
N 0.81914 0.57183 -0.01480
C 1.07862 1.07667 -1.35467
C 5.12821 -1.20008 -0.24594
C 1.79587 -0.15585 0.58665
C 0.59561 -2.85929 -5.77774
C -1.89020 0.45103 2.70925
C -0.63351 0.26771 1.90888
C -4.96627 5.09166 2.94347
C -4.16009 2.83350 3.18004
C 4.83772 -2.31087 2.24248
C 3.91170 -1.02015 0.46448
C 0.34823 -0.45965 2.50214
C -3.27039 4.57562 4.58779
C -1.26031 -3.43338 -4.51671
C -0.42688 0.83126 0.58540
C -4.10639 5.47741 3.95402
C 6.00345 -2.48868 1.57358
C 0.91643 -1.21529 -2.43008
C 0.40103 0.23438 -2.43877
C 2.61085 -1.46165 2.50184
C 6.15203 -1.91607 0.29097
C 0.92156 -1.70568 -4.82625
C -4.98328 3.76210 2.55862
C -4.14081 1.38883 2.74917
C -0.97873 -2.29583 -3.53276
C -3.30417 3.25145 4.19374
C 1.58755 -0.69240 1.86278
H -4.97630 1.17748 2.07614
H 0.74667 2.11838 -1.41234
H 0.88195 -2.61231 -6.80149
H 5.18956 -0.74221 -1.21902
H 1.13910 -3.75800 -5.44951
H 2.15950 1.04948 -1.49503
H 0.61927 -1.69485 -1.49207
H 2.00148 -1.54905 -4.79313
H -2.68814 1.45986 1.16013
H -0.77357 -4.35061 -4.15311
H -1.53670 -1.40220 -3.86140
H -2.61386 4.91354 5.37397
H 2.00940 -1.20463 -2.46863
H -1.31719 -2.57957 -2.53444
H -4.20299 0.73751 3.62664
H -0.68101 0.23062 -2.29384
H -1.14393 1.90324 -0.88765
H -2.33336 -3.60402 -4.61716
H 4.63520 -2.71080 3.22634
H 0.18243 -0.87010 3.48762
H -2.66383 2.52671 4.67318
H -5.64933 3.44628 1.76904
H 0.61790 0.69535 -3.40405
H 0.43661 -0.79052 -5.20812
H 6.80165 -3.05877 2.01773
H 7.07459 -2.05075 -0.25167
H -5.60394 5.82313 2.47242
```

Output
Structure (SMILES) ... [H]/N=c1/c(C(=O)NCc2ccc(F)cc2)cc2c(=O)n3ccccc3nc2n1CCCN1CCOCC1
HOMO energy ... -8.187 eV